{"formula": "C3H13NO3", "method": "ωB97M-V with the def2-TZVPD basis set", "e_above_lowest_kj_mol": 129.28, "max_force_ha_per_bohr": 0.0637, "multiplicity": 2, "total_charge": 1, "lumo_ev": [-3.051, -8.135], "total_energy_ev": -10945.4630, "homo_ev": [-15.04, -15.04], "elements": ["C", "N", "C", "C", "O", "H", "H", "H", "H", "H", "H", "H", "H", "H", "H", "H", "O", "H", "H", "O"], "coordinates": [[1.211, 2.074, 0.750], [0.587, 1.290, -0.308], [1.212, 0.015, -0.676], [0.412, -0.796, -1.698], [-0.970, -0.800, -1.308], [0.535, 2.858, 1.083], [1.413, 1.409, 1.591], [2.097, 2.582, 0.388], [-0.399, 1.127, 0.008], [1.290, -0.580, 0.235], [2.219, 0.239, -1.028], [0.758, -1.828, -1.678], [0.542, -0.433, -2.711], [-1.469, -0.424, -2.044], [-1.587, -2.135, 0.909], [-0.965, -2.972, 2.052], [-1.487, -2.185, 1.866], [-1.682, 0.044, 1.609], [-1.650, 0.011, 0.118], [-2.066, 0.505, 0.842]]}